The following is a DFT calculation (ωB97M-V with the def2-TZVPD basis set) of a single C30H30N4O5 molecule.

Geometry as XYZ:
```
69
C30H30N4O5, DFT ωB97M-V with the def2-TZVPD basis set
C -4.9325 -0.3481 1.9907
C -3.4616 -0.6313 1.9987
C -2.6185 0.0043 2.8987
C -1.2656 -0.2818 2.9368
C -0.7323 -1.2216 2.0715
C -1.5537 -1.8662 1.1650
C -2.9088 -1.5637 1.1145
N -3.7599 -2.2310 0.2049
C -3.6808 -2.3665 -1.1382
O -4.4774 -3.0533 -1.7429
C -2.5876 -1.6067 -1.8880
N -2.2430 -0.3167 -1.3269
C -0.9094 -0.0931 -1.0633
O -0.0575 -0.8977 -1.3793
N -0.5922 1.0815 -0.4150
C -1.5056 2.0074 0.0839
O -1.1508 2.9400 0.7680
C -2.8847 1.7721 -0.3427
C -3.8578 2.7253 -0.0447
C -5.1522 2.5610 -0.4844
C -5.4792 1.4385 -1.2364
C -4.5327 0.4767 -1.5283
C -3.2191 0.6277 -1.0766
H -4.8191 -0.3834 -2.1105
H -6.4882 1.3089 -1.5983
H -5.9052 3.2989 -0.2569
H -3.5555 3.5888 0.5274
C 0.8033 1.3547 -0.2344
C 1.6142 1.5057 -1.3505
C 2.9495 1.8158 -1.1878
C 3.4913 1.9869 0.0827
C 2.6700 1.8169 1.1891
C 1.3295 1.5058 1.0371
H 0.6909 1.3947 1.8979
H 3.0729 1.9429 2.1842
C 4.9502 2.3141 0.2265
H 5.2047 3.1850 -0.3789
H 5.2045 2.5132 1.2679
C 5.7690 1.1305 -0.2928
O 6.3940 1.1591 -1.3301
N 5.7165 0.0563 0.5210
H 5.0894 0.0540 1.3115
C 6.2298 -1.2383 0.1505
H 6.8996 -1.6001 0.9364
H 6.7849 -1.1233 -0.7820
C 5.0814 -2.2411 -0.0339
C 4.1399 -1.8976 -1.1935
H 4.4536 -2.3667 -2.1225
C 2.7950 -2.4065 -0.6843
H 1.9430 -1.9043 -1.1329
H 2.7121 -3.4818 -0.8476
C 2.9117 -2.1082 0.8072
H 2.3339 -2.7939 1.4324
H 2.5931 -1.0759 1.0154
O 4.2813 -2.2602 1.1473
H 4.1039 -0.8170 -1.3381
H 5.5141 -3.2438 -0.1691
H 3.5844 1.9367 -2.0530
H 1.1985 1.3806 -2.3384
H -1.6695 -2.2036 -1.8941
H -2.9213 -1.5055 -2.9265
H -4.5790 -2.6709 0.6082
H -1.1452 -2.6103 0.4989
H 0.3191 -1.4602 2.0999
H -0.6330 0.2195 3.6537
H -3.0315 0.7343 3.5789
H -5.1457 0.5679 2.5346
H -5.3084 -0.2454 0.9747
H -5.4747 -1.1632 2.4729
```

energy above the lowest of the compared OMol25 structures with the same formula, charge and spin: 0.00 kJ/mol
maximum force: 0.7 eV Å⁻¹
total energy: -47798.2304 eV
frontier orbital gap: 9.03 eV
HOMO energy: -9.007 eV
SMILES string: Cc1ccccc1NC(=O)Cn1c(=O)n(-c2ccc(CC(=O)NC[C@@H]3CCCO3)cc2)c(=O)c2ccccc21